1.
Here is 5 unconnected molecules or ions with the total composition C20H48BFO9 from the Open Molecules 2025 dataset. Energies are from wB97M-V/def2-TZVPD.

The geometry in XYZ format:
```
79
Properties=species:S:1:pos:R:3
C 3.75688 4.98329 -1.93695
C 2.71348 5.33655 -2.97815
O 1.51319 4.58855 -2.87491
C 1.67574 3.18465 -2.94428
C 0.43917 2.57105 -3.57959
C 0.40541 1.06107 -3.35418
O -0.14096 0.70476 -2.04843
C -1.45893 0.62034 -1.95850
O -2.30816 1.29369 -2.45688
F -1.73858 -0.39767 -1.14307
B -0.22730 0.17888 -4.54359
O -0.97647 0.75265 -5.54857
O -0.05458 -1.18616 -4.51394
C 1.29513 -1.63117 -4.74003
C 1.83486 -2.39627 -3.53453
H 4.56048 5.71982 -1.97568
H 3.31251 5.05851 -0.94549
H 4.19799 3.99972 -2.08645
H 2.41613 6.37614 -2.83923
H 3.10919 5.25751 -3.99887
H 1.80140 2.78703 -1.93174
H 2.56038 2.93267 -3.54041
H -0.43636 3.03783 -3.13396
H 0.42953 2.76394 -4.65184
H 1.44559 0.72925 -3.26149
H -0.46857 1.06808 -6.30142
H 1.94716 -0.77184 -4.93051
H 1.29192 -2.25215 -5.63413
H 2.43096 -1.74364 -2.89793
H 1.01289 -2.77839 -2.93358
H 2.46427 -3.21939 -3.86780
C -2.27509 -5.84963 -1.50014
C -1.26608 -4.81132 -1.03865
C -1.44790 -3.49032 -1.76824
O 0.07004 -5.29285 -1.23279
H -2.14998 -6.04039 -2.57066
H -2.11960 -6.79353 -0.97639
H -3.29664 -5.51713 -1.32098
H -1.36657 -4.66050 0.03468
H -1.29904 -3.63943 -2.84217
H -0.71357 -2.75941 -1.43244
H -2.44626 -3.08185 -1.61031
H 0.18796 -5.43663 -2.17731
C 3.92739 3.27420 2.39842
C 4.89206 4.44934 2.44710
C 5.07213 4.97247 3.86354
O 4.45446 5.49226 1.57663
H 2.93902 3.58144 2.75137
H 3.81796 2.91166 1.37602
H 4.27239 2.45084 3.02494
H 5.85971 4.13956 2.05000
H 4.11687 5.32834 4.25924
H 5.77045 5.80898 3.87611
H 5.44803 4.19430 4.52880
H 3.59803 5.79902 1.89264
C -3.63844 -1.75358 1.55356
C -4.56420 -2.90276 1.19264
C -5.60193 -3.14587 2.27804
O -3.81225 -4.09232 0.94533
H -3.09381 -1.98012 2.47532
H -2.90276 -1.59215 0.76759
H -4.19567 -0.82806 1.70506
H -5.06924 -2.68512 0.25049
H -5.10924 -3.40968 3.21847
H -6.25900 -3.97105 2.00367
H -6.21071 -2.25741 2.44972
H -3.34665 -4.31326 1.75904
C -3.01787 -0.58221 5.38937
C -1.63910 -0.60799 6.02976
C -0.56260 -0.99400 5.02647
O -1.61918 -1.48963 7.15122
H -3.27909 -1.57450 5.00999
H -3.77604 -0.29958 6.11957
H -3.05415 0.12139 4.55649
H -1.41344 0.37668 6.44128
H -0.75118 -1.99878 4.63730
H 0.41818 -1.00040 5.50141
H -0.53808 -0.30183 4.18363
H -1.81365 -2.37654 6.83126
```

* LUMO energy: 0.2 eV
* strongest force on any atom: 0.8 eV/Å
* structure (SMILES): CCOCC[C@@H](OC(=O)F)B(O)OCC.CC(C)O.CC(C)O.CC(C)O.CC(C)O

2.
Here is 8 unconnected molecules or ions with the total composition C20H48Cl8O12S4 at a distorted geometry from the Open Molecules 2025 dataset. Energies are from wB97M-V/def2-TZVPD.

The geometry in XYZ format:
```
92
Properties=species:S:1:pos:R:3
Cl 3.45959 -2.36558 -2.97996
C 1.94762 -3.18851 -3.35508
C 2.04217 -3.85990 -4.72043
Cl 2.16761 -2.65038 -6.09737
H 1.10453 -2.49802 -3.33220
H 1.90246 -3.98045 -2.60749
H 1.16398 -4.45614 -4.96819
H 2.84313 -4.58620 -4.85845
Cl -0.91858 -4.40272 1.26955
C 0.30579 -4.83351 0.06760
C 0.40098 -6.42967 0.16261
Cl 1.00658 -6.91222 1.75641
H 1.26041 -4.38178 0.33733
H 0.09154 -4.43647 -0.92465
H 1.19370 -6.77323 -0.50196
H -0.55344 -6.87782 -0.11368
Cl 7.17221 -4.19245 0.39600
C 5.71701 -3.28300 -0.16285
C 4.62766 -3.37221 0.90498
Cl 4.12962 -5.11781 1.14964
H 5.32933 -3.82128 -1.02775
H 6.04439 -2.27342 -0.41116
H 3.69919 -2.90733 0.57346
H 4.79279 -2.88001 1.86340
Cl -2.20324 0.31148 0.59853
C -0.65973 -0.64679 0.80945
C 0.13624 -0.86365 -0.54162
Cl 1.62165 -1.69330 -0.24332
H -0.96807 -1.55923 1.31980
H -0.03443 -0.18036 1.57073
H 0.25040 0.15417 -0.91463
H -0.44549 -1.36688 -1.31392
O 1.67423 2.45781 -7.21232
S 3.05008 1.92603 -7.29165
O 4.07454 2.69619 -7.88904
O 3.55603 1.52397 -5.76614
C 2.72992 0.72459 -4.93095
C 2.51380 1.52422 -3.65638
C 3.03784 0.19996 -7.96149
H 3.16607 -0.23130 -4.64084
H 1.79445 0.53409 -5.45698
H 1.76344 2.29866 -3.81546
H 3.42869 2.07520 -3.43847
H 2.06265 0.88924 -2.89392
H 3.95815 -0.30261 -7.66393
H 2.94838 0.27473 -9.04524
H 2.21782 -0.40530 -7.57509
O 2.45377 2.71020 2.70835
S 2.47909 2.14454 1.37333
O 1.26309 1.91595 0.58877
O 3.54471 2.98036 0.43562
C 3.32428 4.39444 0.37102
C 4.54120 5.15771 0.92197
C 3.53170 0.64162 1.49317
H 2.43550 4.66580 0.94069
H 3.22765 4.77834 -0.64454
H 5.44583 5.09698 0.31693
H 4.76503 4.76575 1.91412
H 4.34257 6.22119 1.05474
H 4.48050 0.73148 2.02213
H 3.78263 0.26133 0.50297
H 2.98029 -0.16224 1.98087
O -8.44993 0.92868 4.00297
S -8.73746 -0.49759 3.77737
O -10.13233 -1.01896 3.78170
O -8.10556 -1.02158 2.28984
C -7.07800 -0.25371 1.67041
C -5.69752 -0.64499 2.24844
C -7.78753 -1.58848 4.92255
H -7.30125 0.79127 1.88553
H -7.11951 -0.50003 0.60941
H -5.53025 -1.72135 2.28811
H -5.64794 -0.14843 3.21749
H -4.88191 -0.11040 1.76151
H -7.63339 -2.60432 4.55866
H -8.50132 -1.67669 5.74158
H -6.96283 -1.02397 5.35763
O -4.07958 5.77811 2.64492
S -4.23256 4.31055 2.41944
O -4.93556 3.69284 1.26160
O -2.69712 3.69154 2.39968
C -1.73259 4.02952 3.33412
C -0.95457 2.73939 3.74975
C -4.78996 3.59296 4.05628
H -2.13739 4.59234 4.17522
H -1.03279 4.70930 2.84801
H -0.11448 2.96300 4.40729
H -0.60177 2.19583 2.87330
H -1.59171 2.04522 4.29773
H -5.77661 4.04174 4.17133
H -4.12094 4.03893 4.79223
H -4.83720 2.50503 4.00888
```

* LUMO energy (spin up / spin down): 1.6 / 1.6 eV
* strongest force on any atom: 4.1 eV/Å
* net charge: -1
* <S²>: 0.75
* multiplicity: 2

3.
Here is a molecular structure, C20H48CuF6NO22S8 at a distorted geometry from the Open Molecules 2025 dataset. Energies are from wB97M-V/def2-TZVPD.

The geometry in XYZ format:
```
106
Properties=species:S:1:pos:R:3
Cu 0.06855 0.70894 1.25209
C 0.08625 0.07815 6.63787
F 0.08262 0.01101 7.98924
F 0.95568 -0.79809 6.09460
F -1.12217 -0.41531 6.24478
S 0.50709 1.86336 6.00782
O 0.35984 2.79349 7.11632
O 1.83269 1.84518 5.34033
N -0.63888 1.90806 4.66629
S -2.00488 2.52223 5.32807
O -3.14249 2.51765 4.40038
O -2.35516 1.92631 6.65071
C -1.69890 4.38873 5.65728
F -0.41984 4.67701 5.24680
F -2.53004 5.06446 4.91961
F -1.88359 4.77723 6.96910
O -6.49641 -1.41367 1.72680
S -5.74552 -1.24894 0.47625
O -4.30871 -0.88946 0.42455
O -5.90149 -2.62995 -0.43859
C -7.13543 -3.29844 -0.41535
C -7.11782 -4.48585 0.41219
C -6.70892 0.01174 -0.52943
H -7.21521 -3.65690 -1.44162
H -7.90637 -2.57898 -0.13943
H -6.87677 -4.21745 1.44077
H -6.33906 -5.09159 -0.05118
H -8.07432 -5.00388 0.48196
H -6.17371 -0.15614 -1.46403
H -6.78552 1.02283 -0.12950
H -7.71028 -0.40923 -0.61972
O -2.11033 3.74802 -1.50488
S -2.25405 4.82019 -2.52178
O -1.16704 5.19047 -3.39066
O -3.60821 4.48841 -3.35520
C -4.03742 5.27232 -4.49268
C -3.49404 4.55064 -5.73662
C -2.94354 6.16341 -1.58106
H -3.74954 6.32339 -4.51461
H -5.12491 5.22556 -4.43563
H -3.85903 5.16406 -6.56039
H -3.85803 3.52628 -5.81584
H -2.40573 4.59228 -5.78083
H -3.20255 7.01061 -2.21610
H -2.18454 6.41572 -0.84054
H -3.87465 5.83305 -1.12062
O 2.67991 4.56111 0.73931
S 3.45403 5.73957 0.43573
O 4.35681 5.72164 -0.73726
O 2.37426 6.98575 0.21382
C 2.83532 8.36103 0.18573
C 1.90631 9.11073 -0.77193
C 4.33258 6.29868 1.95609
H 3.90280 8.37469 -0.03432
H 2.70119 8.76629 1.18867
H 0.90434 9.13976 -0.34376
H 1.77108 8.65120 -1.75104
H 2.28001 10.10568 -1.01384
H 4.97785 5.46918 2.24536
H 3.48807 6.42791 2.63299
H 4.89460 7.22918 1.87616
O 1.25806 -1.19789 -2.39464
S 1.64949 -2.07635 -3.48806
O 2.51550 -1.61107 -4.55949
O 2.16306 -3.54115 -2.87948
C 2.91847 -4.37040 -3.75041
C 3.44378 -5.58184 -2.91709
C 0.01828 -2.61029 -4.23732
H 3.71559 -3.84042 -4.27177
H 2.30431 -4.88350 -4.49044
H 3.93697 -5.14740 -2.04754
H 4.15249 -6.24364 -3.41494
H 2.60143 -6.21057 -2.62859
H -0.49597 -1.68862 -4.50962
H -0.47413 -3.31503 -3.56726
H 0.28377 -3.13252 -5.15651
O 0.55202 -6.31784 1.16222
S -0.67319 -5.48826 1.02486
O -0.62430 -4.00980 1.10746
O -1.55491 -5.86866 -0.32558
C -1.74488 -7.24910 -0.60671
C -2.21918 -7.27390 -2.08696
C -1.96237 -6.03648 2.28130
H -2.50544 -7.69106 0.03695
H -0.76738 -7.69894 -0.43288
H -1.44215 -6.94721 -2.77803
H -3.07715 -6.65706 -2.35431
H -2.56455 -8.27351 -2.35084
H -2.80641 -5.38169 2.06455
H -1.56684 -5.95472 3.29370
H -2.33984 -7.03362 2.05475
O 6.79501 -0.11495 1.73119
S 5.98509 -1.26465 1.33499
O 4.53586 -1.24498 1.34462
O 6.52855 -1.73365 -0.17967
C 7.95951 -1.98846 -0.30242
C 8.43291 -3.28879 -0.90384
C 6.48483 -2.79503 2.29463
H 8.49010 -1.84981 0.63957
H 8.31956 -1.21963 -0.98606
H 7.91294 -3.41605 -1.85333
H 8.15682 -4.15111 -0.29698
H 9.50825 -3.31266 -1.08042
H 7.55654 -2.98996 2.33371
H 6.00939 -3.53259 1.64806
H 6.04334 -2.85446 3.28944
```

* LUMO energy (spin up / spin down): -5.8 / -8.0 eV
* strongest force on any atom: 6.5 eV/Å
* energy above the lowest of the compared OMol25 structures with the same formula, charge and spin: 249.3 kcal per mole
* net charge: +1
* <S²>: 0.76
* multiplicity: 2

4.
Here is 3 unconnected molecules or ions with the total composition C20H48N2O12P3 at a distorted geometry from the Open Molecules 2025 dataset. Energies are from wB97M-V/def2-TZVPD.

The geometry in XYZ format:
```
85
Properties=species:S:1:pos:R:3
N -2.97592 2.56565 -0.14514
C -4.38185 2.66944 -0.04282
O -4.84886 3.03110 0.99157
C -5.36822 2.29433 -1.17629
C -5.10042 0.91697 -1.83858
C -5.53991 -0.30365 -0.98403
C -5.33564 -0.27345 0.57471
C -4.00520 -1.07711 0.91905
C -3.35295 -1.10709 -0.49521
C -2.07952 -1.96131 -0.71676
P -0.67377 -1.01211 0.04856
O -1.12803 -0.08505 1.09429
O 0.09077 -0.16433 -1.10940
O 0.37996 -2.11646 0.59851
N -4.54618 -1.39438 -1.34456
H -2.66699 2.32255 -1.08566
H -2.61102 1.88172 0.52250
H -6.39441 2.38435 -0.78029
H -5.27994 3.07954 -1.95801
H -5.70178 0.88415 -2.77178
H -4.04593 0.89159 -2.16588
H -6.60055 -0.59085 -1.07788
H -5.51463 0.66333 1.12111
H -6.11592 -0.94538 0.99102
H -4.24478 -2.13816 1.13149
H -3.42969 -0.65163 1.74817
H -2.95678 -0.07416 -0.56682
H -2.17205 -2.97989 -0.29926
H -1.81183 -2.07226 -1.78884
H 0.10866 0.77093 -0.83877
H 0.49714 -2.74530 -0.14127
H -4.97224 -2.24302 -0.94808
H -4.41232 -1.53244 -2.34903
O 5.09533 -6.07436 1.62562
P 3.99711 -6.76440 0.87386
O 4.12059 -6.04730 -0.60501
C 5.33254 -6.17089 -1.33929
C 5.48670 -7.55725 -1.93704
O 2.70625 -5.93609 1.46121
C 2.79566 -5.19600 2.67680
C 3.11376 -3.74164 2.39352
O 2.88854 -7.88413 0.28604
C 3.20979 -9.27896 0.34383
C 3.85782 -9.69002 1.65034
H 6.19076 -5.92608 -0.70821
H 5.29445 -5.43073 -2.13982
H 5.66398 -8.29918 -1.15133
H 6.33195 -7.59099 -2.62568
H 4.58253 -7.85049 -2.47326
H 3.52426 -5.63928 3.35532
H 1.82231 -5.26544 3.16878
H 4.00104 -3.63530 1.76890
H 3.27390 -3.19130 3.32250
H 2.29069 -3.27316 1.85066
H 3.84924 -9.54297 -0.50296
H 2.27271 -9.82403 0.21784
H 4.84785 -9.23051 1.76097
H 3.98618 -10.77175 1.69095
H 3.25072 -9.37222 2.50016
O 0.99206 8.14368 0.96442
P 0.58865 7.16806 -0.10106
O 1.65469 5.93994 0.17095
C 1.65189 5.28133 1.42889
C 0.46000 4.35077 1.57169
O 1.30643 7.86372 -1.39755
C 1.69896 9.23583 -1.37887
C 3.15700 9.37126 -0.98687
O -0.26909 6.22726 -1.20489
C -1.64366 5.93157 -0.94939
C -2.43126 7.11811 -0.43026
H 1.67161 6.00895 2.24440
H 2.57508 4.70282 1.48530
H -0.47008 4.92265 1.65470
H 0.55411 3.73366 2.46668
H 0.37210 3.69843 0.69995
H 1.05280 9.81967 -0.72324
H 1.55853 9.62451 -2.38989
H 3.37094 8.85818 -0.04898
H 3.43317 10.42197 -0.88154
H 3.79685 8.91776 -1.74653
H -1.71149 5.08953 -0.25437
H -2.07716 5.60026 -1.89660
H -2.08279 7.41681 0.56548
H -3.49072 6.87138 -0.35234
H -2.31455 7.97879 -1.09144
```

* LUMO energy: -3.3 eV
* strongest force on any atom: 8.0 eV/Å
* net charge: +1

5.
Here is a molecular structure, C20H49BCuN3O14V2 at a distorted geometry from the Open Molecules 2025 dataset. Energies are from wB97M-V/def2-TZVPD.

The geometry in XYZ format:
```
90
Properties=species:S:1:pos:R:3
O 2.78430 1.63751 -3.13865
V 1.23939 1.42111 -3.34560
O -2.21030 -1.64183 -2.94570
V -0.70213 -1.65410 -2.58989
Cu 1.63290 -0.03104 0.93417
C -0.20365 0.65820 -1.21540
O -0.17729 -0.48469 -0.74824
O -0.59319 0.68374 -2.42745
O 0.90353 1.25872 -1.15926
C 0.84918 -0.93645 -4.74051
O -0.23974 -1.47077 -4.73492
O 0.92794 0.23769 -5.14085
O 1.26606 -0.89396 -3.57772
B 0.68086 3.39333 -4.22198
H 0.99603 3.48099 -3.19377
H 1.45221 2.82524 -4.71851
H -0.21513 2.80287 -4.33509
H 0.58031 4.34948 -4.71178
C -3.02630 0.41338 0.86860
O -3.69156 0.36883 -0.36753
C -4.45865 1.50635 -0.64807
C -5.43469 1.18971 -1.75598
N -6.28824 0.14849 -1.22601
C -7.28633 -0.47485 -2.10744
C -8.09154 -1.48120 -1.32916
O -7.37419 -2.71136 -1.31326
C -7.92607 -3.81916 -0.55602
H -3.79606 0.85235 1.50331
H -2.10516 0.99518 0.90195
H -2.93910 -0.54668 1.37731
H -3.83290 2.37618 -0.84791
H -5.04691 1.75693 0.23469
H -4.99607 0.82864 -2.68622
H -5.99475 2.11489 -1.89192
H -5.70781 -0.55653 -0.79456
H -6.79111 -0.87124 -2.99386
H -7.81408 0.39136 -2.50653
H -9.10201 -1.58705 -1.72395
H -8.32208 -1.14500 -0.31826
H -8.77960 -4.22765 -1.09706
H -8.28125 -3.58707 0.44801
H -7.19172 -4.60741 -0.39020
C 7.29535 3.11541 -0.02540
O 6.10965 2.33097 -0.14420
C 5.01426 2.95226 0.62429
C 3.78705 2.00606 0.59758
N 3.64551 1.10670 1.78561
C 4.62273 0.02874 1.96472
C 4.75063 -0.90857 0.67701
O 3.50928 -1.28618 0.10888
C 3.65458 -2.09927 -0.98597
H 7.94965 2.75485 -0.81911
H 7.77979 2.94045 0.93523
H 7.04513 4.17568 0.01117
H 4.70450 3.84485 0.08075
H 5.30919 3.31042 1.61061
H 3.69152 1.41295 -0.31192
H 2.92187 2.63825 0.79734
H 3.40102 1.62201 2.61914
H 4.22475 -0.46835 2.84937
H 5.66220 0.31717 2.12094
H 5.27693 -1.80390 1.00789
H 5.50834 -0.58178 -0.03515
H 4.35897 -1.59328 -1.64621
H 2.69373 -2.18909 -1.49271
H 4.08595 -3.05480 -0.68768
C 1.41418 -5.07051 2.01606
O 0.90560 -3.90833 2.67544
C 0.30565 -2.87640 1.85572
C 0.01025 -1.68166 2.71994
N 1.31964 -1.19517 2.98330
C 1.51245 -0.11448 3.88115
C 0.62398 1.19750 3.62661
O 1.23650 1.99575 2.57556
C 0.40251 2.98080 1.95483
H 2.30367 -4.81770 1.43901
H 0.70749 -5.66999 1.44220
H 1.68548 -5.76163 2.81408
H -0.63925 -3.14456 1.38312
H 0.96706 -2.68119 1.01160
H -0.44291 -2.12081 3.60870
H -0.56580 -0.90946 2.21004
H 1.91876 -1.99095 3.15033
H 2.52144 0.27716 4.01026
H 1.29651 -0.33446 4.92665
H 0.63305 1.85343 4.49712
H -0.40044 0.87065 3.44819
H 0.56458 3.89226 2.53021
H -0.61331 2.58619 1.93259
H 0.63726 3.08916 0.89594
```

* LUMO energy (spin up / spin down): -1.9 / -1.7 eV
* strongest force on any atom: 11.2 eV/Å
* energy above the lowest of the compared OMol25 structures with the same formula, charge and spin: 91.7 kcal per mole
* <S²>: 2.05
* multiplicity: 3